[1]
Here is 2 unconnected molecules or ions with the total composition C3H4INS at a distorted geometry from OMol25. Energies are from ωB97M-V/def2-TZVPD.

XYZ file:
```
10
Properties=species:S:1:pos:R:3:nbo_charge:R:1
C -0.79 -0.33 -1.07 -0.0746
C -1.48 0.01 0.01 -0.3979
S -0.82 -0.83 1.42 0.3539
C 0.48 -1.28 0.37 -0.1044
N 0.27 -1.07 -0.85 -0.4223
H -1.27 -0.02 -1.96 0.2109
H -2.35 0.61 -0.01 0.2329
H 1.18 -1.92 0.75 0.2010
I 2.12 2.25 -0.05 -0.0897
H 2.65 2.58 1.38 0.0902
```

Summary:
SMILES string: c1cscn1.I
Kohn-Sham gap in hartree: 0.375
DFT total energy in Ha: -867.31126

[2]
Here is a molecular structure, C48H45BrCl2N8O3Re from OMol25. Energies are from ωB97M-V/def2-TZVPD.

XYZ file:
```
108
Properties=species:S:1:pos:R:3:mulliken_spin:R:1
Re 0.30 -0.28 0.88 0.6473
N 4.19 0.14 -1.04 0.0034
C 2.90 0.24 -0.78 0.0044
N 2.36 -0.06 0.39 -0.0148
C 3.23 -0.40 1.45 0.0059
N 2.74 -0.52 2.63 -0.0166
N 1.38 -0.28 2.64 0.0306
C 0.85 -0.05 3.79 0.0113
C -0.56 0.22 3.76 0.0058
C -1.33 0.45 4.88 -0.0014
C -2.68 0.73 4.71 -0.0018
C -3.18 0.77 3.43 0.0007
C -2.36 0.51 2.34 -0.0121
N -1.05 0.24 2.50 0.0680
C 4.64 -0.58 1.19 -0.0058
C 5.54 -0.99 2.18 0.0031
C 6.88 -1.12 1.87 -0.0002
C 7.33 -0.85 0.57 0.0007
C 6.46 -0.44 -0.41 0.0015
C 5.12 -0.31 -0.09 0.0016
H 4.52 0.43 -1.95 0.0003
H 2.28 0.62 -1.57 0.0021
H 1.46 -0.05 4.68 0.0012
H -0.88 0.41 5.86 -0.0006
H -3.32 0.91 5.57 0.0001
H -4.23 0.98 3.24 0.0001
H -2.73 0.53 1.33 0.0104
H 5.18 -1.18 3.17 0.0001
H 7.58 -1.42 2.63 -0.0002
H 8.39 -0.95 0.34 0.0001
H 6.81 -0.22 -1.41 -0.0002
C -5.96 -2.64 -3.70 0.0008
C -4.73 -1.79 -3.97 0.0012
C -3.97 -2.37 -5.17 0.0019
C -5.18 -0.36 -4.30 0.0025
C -3.80 -1.73 -2.75 0.0174
C -2.58 -1.07 -2.85 -0.0141
C -1.81 -1.00 -1.72 0.0087
Br -0.12 -0.13 -1.75 0.0148
C -2.14 -1.52 -0.48 0.0212
O -1.36 -1.27 0.60 0.1484
C -3.33 -2.26 -0.38 0.0127
C -4.12 -2.31 -1.53 -0.0064
C -3.82 -3.05 0.84 0.0025
C -5.20 -2.53 1.27 0.0023
C -3.94 -4.53 0.42 0.0033
C -2.90 -3.02 2.07 -0.0066
H -6.58 -2.66 -4.60 0.0000
H -6.58 -2.24 -2.90 0.0000
H -5.70 -3.68 -3.46 0.0000
H -4.64 -2.47 -6.02 0.0002
H -3.57 -3.37 -4.93 0.0000
H -3.14 -1.74 -5.48 -0.0001
H -5.81 -0.36 -5.19 0.0000
H -4.33 0.30 -4.50 0.0001
H -5.76 0.07 -3.48 0.0002
H -2.25 -0.61 -3.77 -0.0010
H -5.05 -2.86 -1.46 -0.0011
H -5.95 -2.65 0.49 0.0001
H -5.14 -1.46 1.53 -0.0006
H -5.54 -3.07 2.15 0.0003
H -4.66 -4.67 -0.39 0.0003
H -4.28 -5.13 1.27 0.0001
H -2.98 -4.92 0.09 -0.0009
H -2.78 -2.02 2.48 0.0002
H -1.92 -3.43 1.84 0.0014
H -3.35 -3.65 2.84 0.0002
N 0.74 -5.72 4.38 0.0001
C 0.83 -5.19 3.37 -0.0004
C 0.95 -4.52 2.10 0.0038
C 1.15 -5.21 0.91 -0.0006
C 1.24 -4.49 -0.26 0.0007
C 1.10 -3.11 -0.22 0.0036
N 0.90 -2.44 0.93 0.0176
C 0.83 -3.14 2.06 0.0089
H 1.24 -6.29 0.92 -0.0002
H 1.39 -4.98 -1.21 0.0003
H 1.15 -2.52 -1.12 0.0014
H 0.65 -2.59 2.98 -0.0010
Cl 2.20 7.25 -0.17 0.0000
C 3.62 6.36 0.25 0.0002
C 4.79 7.06 0.49 -0.0002
C 5.93 6.39 0.93 0.0001
C 5.89 5.02 1.12 -0.0001
C 4.72 4.34 0.83 -0.0003
Cl 4.70 2.60 1.07 -0.0002
C 3.56 4.96 0.38 0.0004
N 2.38 4.25 0.13 0.0014
C 1.71 4.31 -1.11 0.0007
C 2.41 4.58 -2.28 -0.0006
C 1.75 4.70 -3.49 -0.0001
C 0.37 4.53 -3.55 0.0000
C -0.33 4.26 -2.38 0.0018
C 0.32 4.15 -1.16 -0.0007
C -0.48 3.92 0.11 -0.0047
C -0.67 2.43 0.27 0.0151
O -1.70 1.86 -0.06 0.0019
O 0.38 1.77 0.72 -0.0046
H 4.80 8.13 0.36 0.0000
H 6.83 6.94 1.13 0.0000
H 6.75 4.48 1.47 0.0000
H 2.18 3.46 0.72 0.0007
H 3.49 4.73 -2.23 0.0000
H 2.31 4.93 -4.38 0.0000
H -0.15 4.63 -4.49 0.0000
H -1.41 4.15 -2.41 0.0000
H -1.47 4.36 0.02 0.0004
H 0.04 4.36 0.96 -0.0009
```

Summary:
<S²>: 0.756
Kohn-Sham gap (alpha / beta) in hartree: 0.196 / 0.191
Multiplicity: 2
DFT total energy in Ha: -6092.17054
Net charge: +2

[3]
Here is C3H9N3O in the gas phase at a distorted geometry from OMol25. Energies are from ωB97M-V/def2-TZVPD.

XYZ file:
```
16
Properties=species:S:1:pos:R:3:nbo_charge:R:1
N -0.06 1.92 -1.64 -0.8558
C 0.52 1.92 -0.23 -0.0441
N 0.92 0.68 0.28 -0.6422
C 0.15 -0.10 1.23 -0.3001
C -0.41 -1.35 0.53 0.6537
N -1.20 -1.13 -0.56 -0.8431
O -0.01 -2.45 0.86 -0.6149
H 0.70 1.68 -2.27 0.3443
H -0.26 2.90 -1.82 0.3544
H -0.40 2.23 0.28 0.1804
H 1.27 2.71 -0.15 0.1566
H 1.47 0.07 -0.31 0.3746
H -0.63 0.51 1.61 0.2039
H 0.73 -0.50 2.06 0.2132
H -1.41 -1.94 -1.10 0.4045
H -1.17 -0.18 -0.89 0.4146
```

Summary:
SMILES string: NCNCC(N)=O
Kohn-Sham gap in hartree: 0.356
DFT total energy in Ha: -359.21082

[4]
Here is 5 unconnected molecules or ions with the total composition C36H42F12N6P2 at a distorted geometry from OMol25. Energies are from ωB97M-V/def2-TZVPD.

XYZ file:
```
98
Properties=species:S:1:pos:R:3:mulliken_charge:R:1
C 17.65 10.29 27.63 -0.8707
N 16.52 9.61 26.85 0.0164
C 16.12 8.34 27.09 -0.2727
C 15.02 7.80 26.43 -0.7119
C 14.44 8.57 25.44 1.0066
C 14.76 9.91 25.31 -0.7394
C 15.81 10.42 26.06 -0.4087
C 13.27 7.96 24.65 1.1139
C 13.09 6.57 24.44 -0.7377
C 11.85 6.17 23.87 -0.2186
N 10.92 7.09 23.48 0.1306
C 11.14 8.38 23.59 -0.2382
C 12.28 8.84 24.27 -0.9407
C 9.76 6.51 22.72 -0.9549
H 17.13 10.88 28.41 0.3926
H 18.20 10.95 27.01 0.3398
H 18.37 9.63 28.10 0.3205
H 16.69 7.81 27.83 0.4481
H 14.75 6.74 26.52 0.4443
H 14.27 10.57 24.61 0.6894
H 16.15 11.45 26.00 0.4709
H 13.88 5.76 24.46 0.3922
H 11.64 5.07 23.75 0.3558
H 10.45 9.04 23.10 0.5447
H 12.30 9.91 24.47 0.3791
H 9.97 6.44 21.62 0.2783
H 8.92 7.19 22.90 0.3597
H 9.51 5.56 23.15 0.4503
C 10.64 11.34 8.05 -0.8466
N 10.49 10.43 9.18 0.0084
C 10.34 9.09 9.08 -0.0835
C 10.33 8.29 10.21 -0.7802
C 10.50 8.85 11.50 1.1173
C 10.55 10.27 11.55 -0.6796
C 10.56 11.00 10.39 -0.3592
C 10.53 8.06 12.79 1.0636
C 10.91 6.74 12.78 -0.7348
C 11.00 6.03 14.00 -0.3578
N 10.58 6.58 15.16 0.1445
C 10.12 7.84 15.16 0.0230
C 10.06 8.59 14.07 -0.7900
C 10.57 5.77 16.38 -0.8206
H 9.99 12.17 8.18 0.3769
H 10.46 10.79 7.11 0.2677
H 11.68 11.70 8.00 0.3817
H 10.25 8.71 8.07 0.4073
H 10.09 7.26 10.02 0.4438
H 10.73 10.84 12.46 0.3642
H 10.72 12.12 10.40 0.4120
H 11.35 6.20 11.94 0.4477
H 11.37 5.01 14.10 0.4706
H 9.72 8.18 16.12 0.1511
H 9.77 9.64 14.18 0.3754
H 9.88 6.23 17.07 0.2270
H 11.50 5.77 16.86 0.3375
H 10.12 4.80 16.20 0.4314
C 11.91 18.90 21.05 -0.9663
N 10.91 17.85 21.28 0.0228
C 9.96 17.83 20.35 -0.3028
C 8.99 16.92 20.40 -0.7571
C 8.95 15.92 21.34 0.8418
C 10.01 15.90 22.30 -0.8087
C 10.99 16.88 22.23 -0.1874
C 7.89 14.90 21.37 1.0219
C 8.14 13.55 21.56 -0.6982
C 7.13 12.70 21.51 -0.4979
N 5.92 13.05 21.15 0.0196
C 5.58 14.39 20.89 -0.5116
C 6.54 15.31 21.10 -0.7920
C 4.73 12.13 20.92 -0.8955
H 11.43 19.76 20.62 0.3914
H 12.57 18.67 20.25 0.3826
H 12.31 19.14 22.06 0.3373
H 10.03 18.57 19.58 0.4374
H 8.28 16.93 19.56 0.4704
H 10.06 15.12 23.05 0.6106
H 11.87 16.92 22.87 0.4781
H 9.13 13.22 21.76 0.4585
H 7.29 11.65 21.54 0.5722
H 4.55 14.55 20.54 0.5179
H 6.32 16.35 20.96 0.6966
H 4.49 12.32 19.89 0.3968
H 3.97 12.46 21.66 0.3509
H 5.01 11.09 21.02 0.3070
P 11.88 12.49 22.89 1.4351
F 11.16 12.98 21.54 -0.3525
F 11.61 10.91 22.41 -0.4855
F 13.34 12.33 22.10 -0.4045
F 12.60 11.84 24.17 -0.4122
F 12.18 13.94 23.38 -0.3836
F 10.47 12.49 23.68 -0.3626
P 9.12 9.24 18.97 1.3891
F 8.60 7.79 18.42 -0.4110
F 10.46 9.26 18.11 -0.3893
F 8.39 9.93 17.73 -0.3951
F 9.63 10.67 19.66 -0.3995
F 7.85 9.37 19.92 -0.3695
F 10.00 8.53 20.13 -0.3937
```

Summary:
Kohn-Sham gap in hartree: 0.303
DFT total energy in Ha: -3605.80794
Net charge: +4